(1)
Molecular formula: C17H28FN3OSSbTi
Method: DFT, ωB97M-V/def2-TZVPD

```
53
Properties=species:S:1:pos:R:3:forces:R:3
Ti 0.0365 0.1248 0.1827 -0.1 0.4 0.2
N 3.3331 0.8737 2.9574 0.1 -0.1 -0.1
C 2.2048 0.3928 2.2778 -0.1 0.1 0.2
S 2.4606 -0.2133 0.6486 -0.2 0.0 -0.2
N 1.0844 0.4302 2.9014 0.2 -0.1 0.1
N 0.0048 -0.0591 2.1793 0.0 0.2 -0.5
C -1.0662 -0.3803 2.9291 -0.1 -0.1 0.1
C -2.1853 -1.0982 2.4416 0.0 0.0 -0.1
C -3.1830 -1.5301 3.3492 0.0 0.0 0.0
C -4.2682 -2.2840 2.9561 0.0 0.0 0.0
C -4.4126 -2.6475 1.6171 0.0 0.0 0.0
C -3.4612 -2.2265 0.6946 0.1 0.1 0.0
C -2.3623 -1.4543 1.0643 -0.1 0.0 0.0
O -1.5228 -1.0343 0.1110 0.3 0.1 -0.1
H 4.0098 1.2828 2.3326 0.0 0.0 0.0
H 3.0658 1.4995 3.7040 0.0 0.0 0.0
H -1.0190 -0.1523 3.9898 0.1 0.0 0.0
H -3.0676 -1.2627 4.3947 0.0 0.0 0.0
H -5.0015 -2.5961 3.6909 0.0 0.0 0.0
H -5.2591 -3.2418 1.2948 0.0 0.0 0.0
H -3.5561 -2.4733 -0.3572 0.0 0.0 0.0
C -0.6508 -0.3692 -5.7775 0.0 0.0 0.0
C -0.5664 0.5523 -4.5667 0.1 0.0 0.1
C -1.9452 1.0470 -4.1375 0.0 0.0 0.0
Sb 0.4410 -0.3356 -2.8497 0.0 0.0 0.2
C 2.4961 0.0971 -3.3747 0.0 0.0 0.1
C 2.8944 -0.2776 -4.7946 -0.1 0.0 0.0
C 2.7794 1.5651 -3.0670 0.0 0.0 0.0
C 0.3609 -2.4398 -3.3412 0.1 0.0 0.0
C -1.0273 -2.9737 -2.9941 0.0 0.0 0.0
C 1.4387 -3.1526 -2.5253 0.0 0.0 0.0
H -1.1235 0.1486 -6.6193 0.0 0.0 0.0
H -1.2562 -1.2512 -5.5585 0.0 0.0 0.0
H 0.3304 -0.7159 -6.1045 0.0 0.0 0.0
H 0.0577 1.4146 -4.8217 0.0 0.0 0.0
H -2.5857 0.2133 -3.8382 0.0 0.0 0.0
H -2.4420 1.5675 -4.9634 0.0 0.0 0.0
H -1.8839 1.7279 -3.2876 0.0 0.0 0.0
H 3.0569 -0.5127 -2.6597 0.0 0.0 0.0
H 2.3512 0.3300 -5.5240 0.0 0.0 0.0
H 2.6942 -1.3282 -5.0185 0.0 0.0 0.0
H 3.9627 -0.0983 -4.9568 0.0 0.0 0.0
H 2.1947 2.2261 -3.7147 0.0 0.0 0.0
H 3.8366 1.7946 -3.2353 0.0 0.0 0.0
H 2.5387 1.8085 -2.0306 0.0 0.0 0.0
H 0.5588 -2.5768 -4.4075 0.0 0.0 0.0
H -1.2497 -2.8093 -1.9362 0.0 0.0 0.0
H -1.0875 -4.0490 -3.1922 0.0 0.0 0.0
H -1.8143 -2.4836 -3.5716 0.0 0.0 0.0
H 1.2988 -2.9775 -1.4551 0.0 0.0 0.0
H 2.4447 -2.8166 -2.7849 0.0 0.0 0.0
H 1.3951 -4.2340 -2.6911 0.0 0.0 0.0
F -0.1163 1.9418 -0.1805 -0.1 -0.5 -0.1
```
Forces are in eV/Å.

Computed properties:
* LUMO energy (alpha / beta): 2.7 / 2.7 eV
* total charge: -1
* largest force on an atom: 0.0102 Eh/bohr
* ΔE to the lowest compared entry with this formula, charge and spin: 17.4 kJ/mol
* gap between HOMO and LUMO (alpha / beta): 4.4 / 6.9 eV
* 2S+1: 3
* expectation value of S²: 2.032



(2)
Molecular formula: C17H28N2PdSi
Method: DFT, ωB97M-V/def2-TZVPD

```
49
Properties=species:S:1:pos:R:3:forces:R:3
C 1.0129 -1.3663 -2.3865 0.5 -0.2 1.6
C 0.3334 1.8473 -1.5085 1.4 -0.5 0.9
C -0.3960 -1.2508 -1.9076 -1.1 -0.2 -1.2
H 1.1421 -2.0323 -3.2657 0.2 -0.2 0.8
C -0.9611 1.7350 -1.2574 -0.8 -0.9 1.5
H 1.0402 2.2526 -0.7430 -0.9 0.1 -0.6
H -0.7984 -2.2393 -1.6138 0.2 0.4 -0.3
H -1.4124 2.0552 -0.2921 0.8 0.2 -0.7
C -1.4039 -0.4367 -2.6827 -0.7 -0.5 0.0
H -2.2835 -1.1206 -2.7965 0.4 0.8 -0.1
H -1.0327 -0.2442 -3.7060 -0.1 -0.1 0.4
C 1.8376 -0.0775 -2.5426 -0.2 0.8 0.0
H 2.4798 -0.1652 -3.4265 0.0 0.0 0.2
H 2.5013 0.0066 -1.6670 0.0 0.1 -0.3
C 1.0460 1.2643 -2.6976 0.6 0.2 -0.9
H 0.3555 1.1488 -3.5433 0.3 0.2 0.2
H 1.8166 2.0109 -2.9991 -0.5 -0.4 0.0
C -1.9202 0.8774 -2.0261 -0.8 0.0 -1.3
H -2.3148 1.4782 -2.8692 -0.1 -0.1 0.3
H -2.8088 0.5969 -1.4295 0.6 0.4 0.0
Pd 0.4307 -0.8917 -0.0481 -0.8 2.5 1.5
H 1.3878 -1.7869 -1.3188 1.0 -0.9 -2.5
C 0.0098 -3.8990 0.4303 0.0 -0.6 0.1
C -0.0186 -3.1151 1.7036 0.0 0.0 1.8
C -0.0879 -3.6861 2.9682 0.0 -0.9 -1.3
C -0.1105 -2.8715 4.0930 -0.1 1.1 0.6
C -0.0918 -1.4895 4.0032 0.0 -0.4 0.0
C -0.0262 -0.8994 2.7069 0.2 0.3 -0.1
N 0.0296 -1.7925 1.6613 0.1 -0.1 -0.6
N 0.0371 0.3661 2.3496 0.0 0.5 -0.1
Si 0.0486 1.7938 3.3970 0.0 -1.5 -0.8
C -1.4873 1.7895 4.4706 -0.2 0.2 0.1
C 1.5675 1.7128 4.4915 0.2 0.2 0.1
C 0.0899 3.3484 2.3550 0.0 0.2 0.1
H -0.9497 -3.8572 -0.1009 0.1 0.1 0.2
H 0.7942 -3.5679 -0.2631 -0.2 -0.1 0.3
H 0.1971 -4.9451 0.6907 0.0 0.1 -0.2
H -0.1055 -4.7669 2.9960 0.0 0.0 0.4
H -0.1430 -3.3201 5.0777 0.0 -0.1 0.0
H -0.0878 -0.8156 4.8608 0.0 -0.5 -0.1
H -1.7374 0.7762 4.8140 0.1 0.3 -0.1
H -1.3294 2.4226 5.3538 -0.2 -0.1 -0.1
H -2.3493 2.1784 3.9070 0.2 -0.1 0.2
H 2.4564 2.0559 3.9403 -0.2 -0.1 0.2
H 1.4268 2.3539 5.3713 0.2 -0.1 -0.1
H 1.7616 0.6883 4.8380 -0.1 0.2 -0.1
H 0.9825 3.4065 1.7229 -0.1 -0.1 0.1
H -0.7852 3.4487 1.7040 0.1 -0.1 0.1
H 0.1042 4.2232 3.0247 0.0 -0.2 -0.2
```
Forces are in eV/Å.

Computed properties:
* LUMO energy (alpha / beta): 0.6 / -0.9 eV
* largest force on an atom: 0.0583 Eh/bohr
* ΔE to the lowest compared entry with this formula, charge and spin: 0.0 kJ/mol
* gap between HOMO and LUMO (alpha / beta): 7.7 / 6.1 eV
* 2S+1: 3
* expectation value of S²: 2.006



(3)
Molecular formula: C17H28N2PtSi
Method: DFT, ωB97M-V/def2-TZVPD

```
49
Properties=species:S:1:pos:R:3:forces:R:3
C -2.1143 -1.6128 0.1231 1.1 0.3 -1.1
C 0.9665 -1.8704 -0.1463 1.0 0.3 -0.7
C -1.7661 -1.1041 -1.2977 -0.1 0.7 0.2
H -3.2170 -1.7405 0.2389 0.8 0.4 0.3
C 1.1602 -1.1716 -1.3443 -0.8 -0.8 1.0
H 1.6626 -1.6835 0.6688 -0.3 0.1 -0.1
H -2.5375 -0.4049 -1.6589 0.1 -0.6 0.0
H 2.0858 -0.6094 -1.4759 -0.5 0.2 0.2
C -1.0673 -1.8218 -2.4419 -0.5 -0.2 -0.7
H -1.5316 -1.3817 -3.3376 0.2 -0.3 0.1
H -1.3578 -2.8817 -2.4783 0.3 0.1 0.0
C -1.2876 -2.8051 0.6704 -0.4 0.0 0.5
H -1.8839 -3.7415 0.6973 0.2 0.5 -0.3
H -1.0746 -2.5985 1.7331 -0.1 0.0 -0.3
C 0.0796 -3.0612 -0.0015 -0.2 -0.6 0.4
H -0.0378 -3.6012 -0.9514 0.0 0.2 0.3
H 0.6117 -3.7480 0.6809 -0.2 0.1 -0.3
C 0.4761 -1.6036 -2.6141 -0.8 0.1 -0.4
H 0.9413 -2.5012 -3.0581 0.0 0.1 0.3
H 0.6022 -0.8118 -3.3714 0.0 -0.2 0.3
Pt -0.4203 0.1901 -0.3090 1.4 -1.2 -0.6
H -1.7420 -0.6472 0.7770 -1.0 -1.2 -0.1
C -3.4017 2.0393 -0.1862 -0.5 0.1 0.0
C -2.2229 2.6260 0.5163 0.8 0.4 0.4
C -2.2215 3.8912 1.1066 -0.5 -0.3 -0.3
C -1.0538 4.3663 1.7066 1.0 -0.3 0.2
C 0.1271 3.6072 1.7406 -0.5 0.2 -0.2
C 0.0729 2.3321 1.1324 0.4 -0.7 -0.8
N -1.1035 1.8958 0.5648 -1.1 1.5 1.2
N 1.0086 1.3872 0.8649 1.1 0.9 0.6
Si 2.7481 1.5195 1.2274 -1.6 0.3 -0.3
C 3.4053 2.9384 0.1991 0.3 0.0 0.0
C 2.9913 1.8869 3.0443 0.2 0.0 0.2
C 3.6979 -0.0366 0.8128 0.1 0.0 0.0
H -3.2025 1.8837 -1.2559 0.1 0.0 0.3
H -3.7008 1.0734 0.2468 0.2 0.2 -0.1
H -4.2445 2.7311 -0.0939 0.0 -0.2 -0.1
H -3.1434 4.4708 1.0668 0.4 0.0 0.1
H -1.0470 5.3594 2.1498 0.0 -0.1 -0.1
H 1.0912 3.9712 2.1277 -0.8 0.0 -0.1
H 2.7638 3.8272 0.2746 0.2 -0.2 0.0
H 4.4138 3.1999 0.5526 -0.2 0.1 -0.2
H 3.4676 2.6469 -0.8582 0.0 0.1 0.2
H 3.0088 0.9553 3.6248 0.0 0.2 0.0
H 3.9588 2.3927 3.1801 -0.2 -0.1 0.1
H 2.2039 2.5331 3.4517 0.2 -0.2 -0.1
H 3.4630 -0.8521 1.5078 0.1 0.1 -0.1
H 3.5326 -0.3886 -0.2110 0.1 0.1 0.3
H 4.7687 0.2052 0.9215 -0.3 -0.1 0.0
```
Forces are in eV/Å.

Computed properties:
* LUMO energy (alpha / beta): 0.6 / -0.8 eV
* largest force on an atom: 0.0435 Eh/bohr
* ΔE to the lowest compared entry with this formula, charge and spin: 0.0 kJ/mol
* gap between HOMO and LUMO (alpha / beta): 5.7 / 6.5 eV
* 2S+1: 3
* expectation value of S²: 2.020



Question: What is the expectation value of S² in the second record?
Answer: 2.006



Question: largest force on an atom of number 1 (C17H28FN3OSSbTi)?
Answer: 0.0102 Eh/bohr